(w)
Formula: CH4NO2P
Source: the OMol25 dataset
Level of theory: ωB97M-V with the def2-TZVPD basis set

Values from the calculation:
frontier orbital gap (alpha / beta): 5.3 / 5.1 eV
expectation value of S²: 2.011
LUMO level (alpha / beta): -0.1 / -4.0 eV
HOMO (alpha / beta): -5.44 / -9.04 eV

ORCA input file:
```
! RIJCOSX wB97M-V def2-TZVPD def2/J DEFGRID3
* xyz 0 3
H -1.35 -1.02 1.09
C 1.65 0.41 0.04
H 1.69 1.53 0.22
O -1.59 1.49 0.19
N -1.33 -0.98 0.08
H 2.51 -0.14 0.49
O 0.99 0.10 -0.88
P -1.48 0.46 -0.86
H -1.09 -1.85 -0.35
*
```



(x)
Formula: CH4NO2P
Source: the OMol25 dataset
Level of theory: ωB97M-V with the def2-TZVPD basis set

Values from the calculation:
frontier orbital gap (alpha / beta): 6.1 / 7.9 eV
expectation value of S²: 2.011
LUMO level (alpha / beta): 0.9 / -2.6 eV
HOMO (alpha / beta): -5.22 / -10.46 eV

ORCA input file:
```
! RIJCOSX wB97M-V def2-TZVPD def2/J DEFGRID3
* xyz 0 3
P -2.13 0.51 -0.32
N 1.38 -0.75 0.59
H -1.51 1.48 0.48
O -1.22 -0.70 0.03
C 0.86 -0.26 -0.43
O 0.82 0.47 -1.32
H -1.30 1.17 -1.24
H 0.73 -1.01 1.37
H 2.38 -0.91 0.83
*
```



Which is the most stable structure? (w) is the most stable.



(w)
Formula: Cl2H3PSi
Source: the OMol25 dataset
Level of theory: ωB97M-V with the def2-TZVPD basis set

Values from the calculation:
frontier orbital gap: 8.7 eV
LUMO level: -0.8 eV
HOMO: -9.53 eV

ORCA input file:
```
! RIJCOSX wB97M-V def2-TZVPD def2/J DEFGRID3
* xyz 0 1
P 0.90 -0.40 -0.04
Cl -5.12 -1.65 0.08
H 0.49 -1.48 0.76
Cl -5.03 1.72 0.68
Si -5.34 0.23 -0.72
H 2.21 -0.05 0.73
H 0.02 0.46 0.61
*
```



(x)
Formula: Cl2H3PSi
Source: the OMol25 dataset
Level of theory: ωB97M-V with the def2-TZVPD basis set

Values from the calculation:
frontier orbital gap (alpha / beta): 8.5 / 7.6 eV
LUMO level (alpha / beta): -1.5 / -1.0 eV
HOMO (alpha / beta): -10.02 / -8.60 eV

ORCA input file:
```
! RIJCOSX wB97M-V def2-TZVPD def2/J DEFGRID3
* xyz 0 1
H 0.49 0.47 0.95
Cl 0.43 -3.68 -0.23
Si -0.23 -1.73 0.25
H 1.89 0.01 -0.54
H -2.08 -1.00 -1.51
Cl -1.35 -1.99 1.94
P 1.50 -0.46 0.72
*
```



Which is the most stable structure? (w) is the most stable.



(w)
Formula: C5H14NS
Source: the OMol25 dataset
Level of theory: ωB97M-V with the def2-TZVPD basis set

Values from the calculation:
frontier orbital gap (alpha / beta): 8.1 / 8.7 eV
LUMO level (alpha / beta): -3.9 / -3.8 eV
HOMO (alpha / beta): -11.98 / -12.48 eV

ORCA input file:
```
! RIJCOSX wB97M-V def2-TZVPD def2/J DEFGRID3
* xyz 1 1
H 0.64 -2.05 1.71
S -2.43 -1.61 -0.15
N -1.15 0.92 -0.95
H 0.22 -2.38 0.06
H -3.38 -0.88 0.56
H -0.41 -3.38 1.42
H -0.59 1.26 -1.77
H 1.31 -0.57 -0.37
H 1.76 0.54 0.93
H 2.73 1.49 -1.10
H 1.67 2.54 -0.41
C -1.25 -1.43 1.11
H -1.78 -0.06 -1.00
H 1.23 1.73 -1.88
H -0.49 1.56 0.97
C 1.70 1.61 -0.93
C -0.24 0.85 0.21
H -1.78 1.62 -0.61
C 1.18 0.49 -0.07
C -0.13 -2.41 1.08
H -1.64 -0.87 1.87
*
```



(x)
Formula: C5H14NS
Source: the OMol25 dataset
Level of theory: ωB97M-V with the def2-TZVPD basis set

Values from the calculation:
frontier orbital gap: 9.6 eV
LUMO level: -3.5 eV
HOMO: -13.05 eV

ORCA input file:
```
! RIJCOSX wB97M-V def2-TZVPD def2/J DEFGRID3
* xyz 1 1
H -0.12 1.13 3.23
C 0.57 -0.67 -2.02
H 1.30 -0.81 -1.19
H -0.53 -1.69 -3.51
H -0.56 0.57 -3.26
H 0.52 1.63 -2.35
C -0.09 0.74 -2.26
N 0.75 1.05 0.62
C 0.17 -1.78 -2.68
H 1.21 -0.62 1.90
H -0.22 -0.81 0.85
H -2.33 -0.77 3.49
H 1.24 1.79 1.19
S -1.04 -1.09 3.69
H 0.59 -2.79 -2.48
C -0.61 0.35 2.61
C 0.31 -0.13 1.51
H -1.53 0.77 2.19
H 1.35 0.74 -0.12
H -0.04 1.46 0.20
H -0.95 0.93 -1.60
*
```



Which is the most stable structure? (x) is the most stable.



(w)
Formula: C5H14NS
Source: the OMol25 dataset
Level of theory: ωB97M-V with the def2-TZVPD basis set

Values from the calculation:
frontier orbital gap: 9.7 eV
LUMO level: -3.2 eV
HOMO: -12.93 eV

ORCA input file:
```
! RIJCOSX wB97M-V def2-TZVPD def2/J DEFGRID3
* xyz 1 1
C -2.63 -0.23 0.77
H -0.21 -1.51 -1.54
H -1.94 -2.01 -1.39
N 1.66 0.22 -0.68
H 3.79 0.01 -0.26
H -0.06 0.56 1.55
H 1.45 2.14 0.34
H -1.03 1.96 0.80
H -3.34 0.60 0.85
H 2.70 -0.03 1.19
C -0.38 1.04 0.55
H -0.96 -2.02 0.00
C -1.11 -1.57 -0.89
H 2.68 -1.32 0.15
S -1.57 0.16 -0.59
H -2.09 -0.43 1.66
C 0.94 1.44 -0.25
C 2.81 -0.29 0.09
H 2.10 0.30 -1.68
H 0.55 2.11 -1.20
H -3.34 -1.15 0.49
*
```



(x)
Formula: C5H14NS
Source: the OMol25 dataset
Level of theory: ωB97M-V with the def2-TZVPD basis set

Values from the calculation:
frontier orbital gap: 9.7 eV
LUMO level: -3.7 eV
HOMO: -13.42 eV

ORCA input file:
```
! RIJCOSX wB97M-V def2-TZVPD def2/J DEFGRID3
* xyz 1 1
S -2.32 0.20 -1.39
N -0.09 -0.09 0.61
C 1.60 -1.26 -0.66
H 2.10 -1.05 -1.62
C 1.57 1.21 -0.57
C -0.63 1.22 1.20
H 0.93 2.02 -1.01
H -0.01 -1.79 1.75
H 0.94 -2.21 -0.53
H 2.47 -1.30 0.03
H 2.32 1.05 -1.49
C 0.88 -0.03 -0.20
H -1.43 0.90 1.96
H 0.14 1.74 1.68
H -3.15 0.89 -2.11
H -3.10 -0.87 -1.12
C -0.62 -1.31 1.07
H -1.03 1.98 0.45
H -1.62 -1.08 1.62
H 2.21 1.61 0.16
H -1.15 -1.83 0.17
*
```



Which is the most stable structure? (x) is the most stable.



(w)
Formula: C9H16O2
Source: the OMol25 dataset
Level of theory: ωB97M-V with the def2-TZVPD basis set

Values from the calculation:
frontier orbital gap: 9.5 eV
SMILES string: CCCCC(=O)/C=C(/C)OC
LUMO level: 0.7 eV
HOMO: -8.82 eV

ORCA input file:
```
! RIJCOSX wB97M-V def2-TZVPD def2/J DEFGRID3
* xyz 0 1
H -0.77 0.34 0.65
C -1.05 0.24 -0.44
O -0.85 1.78 -2.16
H -3.31 -2.76 1.48
H 2.79 0.40 1.75
C -3.26 -0.73 0.54
H -1.58 -2.14 1.12
H -2.88 -0.10 -1.53
H 1.44 2.17 -2.08
H -4.30 -0.86 0.30
C 3.66 1.27 -0.48
C 1.30 1.44 -1.32
C 2.49 -0.57 1.41
H -2.74 -2.58 -0.16
C -0.21 1.20 -1.34
H 1.98 -1.04 2.26
H 4.15 1.27 -1.50
C -2.60 0.19 -0.54
H 3.72 2.29 -0.10
H 4.25 0.71 0.22
H -3.06 1.23 -0.39
C 2.24 0.73 -0.52
H -0.72 -0.71 -0.90
H -3.13 -0.21 1.51
H 3.38 -1.11 1.15
O 1.71 -0.32 0.26
C -2.65 -2.16 0.79
*
```



(x)
Formula: C9H16O2
Source: the OMol25 dataset
Level of theory: ωB97M-V with the def2-TZVPD basis set

Values from the calculation:
frontier orbital gap: 9.5 eV
SMILES string: CCCCC(=O)/C=C(/C)OC
LUMO level: 0.8 eV
HOMO: -8.68 eV

ORCA input file:
```
! RIJCOSX wB97M-V def2-TZVPD def2/J DEFGRID3
* xyz 0 1
H -2.73 -0.36 -3.21
C 0.52 0.61 0.95
H 0.53 1.44 3.40
H -3.60 -1.13 -0.93
H 1.69 2.68 3.01
H -1.72 0.49 -0.61
C -1.49 -1.62 -0.86
C 1.65 1.14 1.55
H -1.50 -1.83 0.21
C 4.01 1.52 1.45
O 2.78 1.25 0.82
H -4.02 -1.46 -3.34
H -3.32 -2.78 -1.37
H -0.88 0.04 -2.10
H 2.28 1.09 3.60
H -2.39 -2.05 -3.63
H 3.99 2.55 1.79
C 1.53 1.59 2.97
C -2.99 -1.37 -2.99
H -0.83 -2.35 -1.36
H -0.40 0.61 1.54
C 0.42 0.03 -0.39
H 4.83 1.36 0.73
H 4.18 0.82 2.30
O 1.40 -0.32 -1.02
C -2.92 -1.78 -1.48
C -0.99 -0.17 -1.03
*
```



Which is the most stable structure? (x) is the most stable.



(w)
Formula: C19H52O7
Source: the OMol25 dataset
Level of theory: ωB97M-V with the def2-TZVPD basis set

Values from the calculation:
frontier orbital gap: 10.2 eV
SMILES string: CC(C)O.CC(C)O.CC(C)O.CC(C)O.CC(C)O.CC(C)O.CO
LUMO level: 0.5 eV
HOMO: -9.65 eV

ORCA input file:
```
! RIJCOSX wB97M-V def2-TZVPD def2/J DEFGRID3
* xyz 0 1
H -2.06 0.99 -2.71
O 2.84 -3.35 1.45
H 0.00 3.79 -4.44
O 0.71 -2.01 5.12
C -4.12 0.80 -0.61
H -0.08 -4.72 0.07
H 3.89 0.21 -0.08
H 0.92 1.02 3.90
C -0.29 1.75 -3.85
H 0.49 -2.81 4.70
C -4.80 2.13 -0.79
H -0.41 -2.06 0.08
C -0.52 3.56 0.13
H -1.79 0.46 -4.43
C 0.54 -1.32 2.84
H -5.78 3.31 -2.15
C 0.77 0.33 4.69
H -3.07 0.88 -0.90
O 0.88 1.65 -3.00
H -0.85 -0.19 -3.07
C 3.18 -0.05 -0.83
H -2.86 3.38 1.40
O -3.90 3.11 -0.18
H -4.25 2.92 -2.83
H -1.53 3.09 -4.96
H 0.45 -2.47 -2.49
C 4.39 -4.38 -0.11
H -5.75 2.06 -0.26
H -5.62 1.73 -2.76
C 4.97 -2.41 1.39
H 2.78 -2.56 0.88
H 0.73 -2.45 2.64
H 5.34 -4.89 -0.30
H 4.80 -1.73 0.51
H 1.60 -1.20 -0.75
H 0.17 1.34 -4.75
H -0.29 0.31 5.01
H 2.28 -1.02 4.08
H -1.26 3.06 -0.47
H -2.40 -3.80 -0.19
C 4.22 -3.73 1.26
H 4.56 -4.47 2.00
H 2.65 0.83 -1.11
H 1.11 3.93 2.31
C 0.40 -3.96 -0.64
H 0.92 -0.77 1.98
H -4.67 0.10 -1.27
H -2.57 -2.22 -0.94
C -1.95 -3.11 -0.98
H -4.19 0.43 0.47
H 3.61 -5.20 -0.07
H 4.06 -3.65 -0.90
H -2.01 -3.51 -1.98
H -0.25 4.14 3.47
C -0.51 -2.69 -0.77
C 1.17 -1.05 4.17
H 0.50 -4.43 -1.56
C -5.09 2.57 -2.24
H -0.52 -1.26 2.78
H 1.37 -3.73 -0.13
H 0.52 1.61 -2.09
O 2.33 -0.98 -0.17
H 1.35 0.59 5.56
C -0.81 3.21 -4.10
C -1.28 0.72 -3.47
H 3.71 -0.45 -1.68
H -1.20 3.65 -3.20
O -2.22 3.96 1.87
H -0.62 4.65 -0.05
H -4.16 4.04 -0.35
O -0.06 -1.92 -1.85
H 0.45 3.19 -0.10
C 0.04 4.25 2.44
H -0.08 5.34 2.25
H -0.80 2.48 1.91
H 4.77 -1.90 2.35
H 6.03 -2.64 1.31
C -0.90 3.53 1.57
*
```



(x)
Formula: C19H52O7
Source: the OMol25 dataset
Level of theory: ωB97M-V with the def2-TZVPD basis set

Values from the calculation:
frontier orbital gap: 10.3 eV
SMILES string: CC(C)O.CC(C)O.CC(C)O.CC(C)O.CC(C)O.CCO.CCO
LUMO level: 0.3 eV
HOMO: -9.97 eV

ORCA input file:
```
! RIJCOSX wB97M-V def2-TZVPD def2/J DEFGRID3
* xyz 0 1
O -2.72 5.88 -0.66
H 0.89 -6.62 1.29
H -7.52 -5.06 0.52
H -3.18 6.32 -1.38
H -4.87 7.64 -0.10
H -4.80 7.23 1.63
C 4.62 5.48 -3.12
H 4.15 -3.47 -3.99
C 3.11 5.74 -2.87
H 1.52 0.16 2.99
C 4.20 -4.09 -4.88
H -2.61 8.80 1.03
H 5.17 5.78 -2.24
O 2.99 7.07 -2.42
H 1.30 5.81 -4.01
H 3.50 -5.77 2.82
C 3.79 -5.62 -4.73
H -7.15 -5.60 2.18
C 1.50 -6.60 2.19
H 3.39 -6.48 1.25
H -0.56 -1.19 -1.17
O 4.19 -6.37 -5.85
H 1.44 0.87 5.87
C 2.02 1.50 5.19
H -2.12 -0.36 -0.92
H -7.53 -2.55 -0.14
H 3.44 -6.95 -5.97
C -7.43 -4.75 1.56
H 4.21 0.33 2.65
C -7.07 -2.25 0.81
H -1.21 7.97 0.48
H 2.36 4.43 -4.44
O 1.86 -0.37 3.71
H 0.05 -0.18 -3.19
C 1.61 -7.97 2.93
C -2.29 8.02 0.33
H 2.80 5.01 -2.12
H 1.37 2.12 4.58
H -6.20 -1.69 0.46
C -2.95 6.69 0.45
H 4.80 6.16 -3.95
H 2.73 6.15 -4.98
H 4.33 -6.08 -3.90
H -7.67 -1.65 1.49
H -1.10 1.61 -0.75
C -0.96 0.01 -2.82
H -1.38 0.96 -3.14
H 2.64 -4.86 1.59
C 3.77 1.06 3.32
H -5.13 6.05 0.39
H -2.59 6.33 1.41
H 3.45 -0.01 5.03
O 0.68 -5.75 2.99
O -0.43 0.92 -0.79
H 4.53 1.63 3.87
H 0.66 -8.39 3.27
H -2.41 8.47 -0.66
H 3.40 7.15 -1.56
H 0.94 -4.83 2.91
C 2.32 5.50 -4.21
C -6.50 -3.48 1.57
C -1.11 -0.26 -1.33
H 4.83 4.46 -3.45
H -5.52 -3.72 1.15
H 3.37 1.92 2.78
C -4.51 6.91 0.63
H -1.58 -0.77 -3.27
H 1.94 -7.71 3.94
H 5.23 -4.08 -5.23
C 2.83 -5.87 1.96
H 2.64 2.06 5.89
H 3.56 -3.60 -5.61
O -6.37 -3.03 3.01
H -8.44 -4.46 1.84
C 2.77 0.50 4.35
H 2.40 -8.62 2.54
H -6.14 -3.84 3.47
H 2.74 -5.76 -4.46
*
```



Which is the most stable structure? (w) is the most stable.



(w)
Formula: C3H13N2O3
Source: the OMol25 dataset
Level of theory: ωB97M-V with the def2-TZVPD basis set

Values from the calculation:
frontier orbital gap: 10.8 eV
LUMO level: -3.1 eV
HOMO: -13.83 eV

ORCA input file:
```
! RIJCOSX wB97M-V def2-TZVPD def2/J DEFGRID3
* xyz 1 1
N -1.29 0.20 0.02
H 2.79 -0.22 -0.61
H -0.93 -1.62 -2.21
H -2.87 1.24 2.60
H 2.67 0.80 -2.01
N 2.13 0.42 -1.24
H -1.22 0.71 0.95
C -0.48 -1.94 -1.19
H 0.52 -2.39 -1.55
C -0.09 -0.70 -0.35
H 2.16 1.43 1.23
O 1.68 0.57 1.19
O -1.99 1.42 2.29
H -1.57 1.91 2.99
H 0.47 -1.19 0.51
H 1.84 0.30 2.12
H -1.38 0.90 -0.71
O 0.08 0.90 -2.11
H -2.17 -0.31 0.10
H -1.11 -2.72 -0.71
C 0.75 0.29 -1.29
*
```



(x)
Formula: C3H13N2O3
Source: the OMol25 dataset
Level of theory: ωB97M-V with the def2-TZVPD basis set

Values from the calculation:
frontier orbital gap: 5.1 eV
LUMO level: -9.0 eV
HOMO: -14.13 eV

ORCA input file:
```
! RIJCOSX wB97M-V def2-TZVPD def2/J DEFGRID3
* xyz 1 1
C 0.71 -2.06 0.82
H -2.62 -1.63 -1.73
H 2.60 -0.13 -0.25
H 1.43 -2.30 0.16
C 0.91 0.43 0.92
H -0.11 -2.75 0.87
O -2.28 -0.86 -1.24
C 1.93 0.74 -0.19
O -2.92 1.63 0.33
H 0.89 0.62 -2.09
N 1.36 1.21 -1.47
H -1.52 -0.99 -0.63
H 2.50 1.64 0.12
H 1.27 -2.16 1.79
H -2.95 0.79 -0.09
O -0.03 1.51 1.12
N 0.06 -0.80 0.59
H 1.36 0.24 1.88
H -3.87 1.98 0.26
H 2.09 1.79 -2.00
H -0.81 1.09 0.84
*
```



(y)
Formula: C3H13N2O3
Source: the OMol25 dataset
Level of theory: ωB97M-V with the def2-TZVPD basis set

Values from the calculation:
frontier orbital gap: 10.8 eV
LUMO level: -3.0 eV
HOMO: -13.85 eV

ORCA input file:
```
! RIJCOSX wB97M-V def2-TZVPD def2/J DEFGRID3
* xyz 1 1
N -1.13 0.03 2.09
H 0.65 1.66 -2.34
H -4.00 2.57 1.80
N -0.15 -0.05 -1.37
C -0.43 -0.30 0.99
O 4.08 -3.04 -0.58
H -0.92 -0.44 2.96
O 0.26 -1.28 0.83
H 1.82 0.54 -1.84
H 4.74 -2.42 -0.25
H -3.67 1.02 2.19
H -0.90 -0.52 -1.86
C -0.54 0.72 -0.16
H 0.30 1.36 0.03
O -3.42 1.94 2.22
H -1.51 1.19 -0.25
H 0.85 0.15 -3.27
H 0.40 -0.81 -0.95
C 0.84 0.61 -2.29
H -1.56 0.94 2.17
H 4.29 -3.86 -0.13
*
```



Which is the most stable structure? (y) is the most stable.



(w)
Formula: C6H10NOPS
Source: the OMol25 dataset
Level of theory: ωB97M-V with the def2-TZVPD basis set

Values from the calculation:
frontier orbital gap (alpha / beta): 6.3 / 6.3 eV
LUMO level (alpha / beta): -1.0 / -1.0 eV
HOMO (alpha / beta): -7.22 / -7.21 eV

ORCA input file:
```
! RIJCOSX wB97M-V def2-TZVPD def2/J DEFGRID3
* xyz 0 1
C 0.19 -1.29 3.18
S -0.17 -0.54 1.53
H 1.51 -1.81 -0.89
H -0.04 -1.33 -1.88
H -1.32 2.78 2.74
P 0.89 0.46 -0.30
O 0.63 1.63 4.53
H -1.69 1.83 1.14
H 2.17 0.37 -2.50
C -1.42 1.76 2.16
C 1.08 -0.99 -1.47
H 2.55 -1.24 -3.30
H 0.99 -0.41 -3.62
C 0.38 0.76 3.79
N 0.24 -0.51 4.15
H -0.01 -2.33 3.30
C 1.78 -0.58 -2.77
C -0.06 1.07 2.31
H 0.77 1.70 1.78
H -2.16 1.29 2.71
*
```



(x)
Formula: C6H10NOPS
Source: the OMol25 dataset
Level of theory: ωB97M-V with the def2-TZVPD basis set

Values from the calculation:
frontier orbital gap: 9.6 eV
SMILES string: C=C=CCC[P@@](O)(=S)N=C
LUMO level: 0.7 eV
HOMO: -8.94 eV

ORCA input file:
```
! RIJCOSX wB97M-V def2-TZVPD def2/J DEFGRID3
* xyz 0 1
C -2.03 1.71 -0.77
N 0.73 0.55 1.17
C -1.90 0.54 -0.25
C -1.76 -0.65 0.25
H 1.60 2.39 0.78
H 0.88 -1.85 -1.62
C -0.76 -1.67 -0.20
C 0.90 1.78 1.36
H 0.32 2.27 2.13
P 1.62 -0.27 -0.01
H 3.09 -1.48 0.99
H -0.31 -2.15 0.68
H -1.49 2.57 -0.39
H -2.41 -0.97 1.06
O 2.14 -1.52 0.86
H -2.70 1.90 -1.60
H -1.28 -2.45 -0.77
C 0.35 -1.08 -1.06
H -0.04 -0.35 -1.77
S 3.07 0.73 -0.86
*
```



Which is the most stable structure? (x) is the most stable.